Arrangement w

The following is a DFT calculation (ωB97M-V/def2-TZVPD) of a cluster of 11 separate species, C44H121N11O11 in total.

Last columns: bonded neighbours and bond lengths (Å).
Atoms and positions in Å:
1 C -15.15409 7.89226 7.30063  C2 1.548, H7 1.090, H8 1.090, H9 1.090
2 C -16.41940 7.75824 8.18315  C1 1.548, C3 1.547, N6 1.435, H10 1.090
3 C -17.02427 9.13391 8.55060  C2 1.547, O4 1.457, H11 1.090, H12 1.090
4 O -16.24239 9.88764 9.52173  C3 1.457, C5 1.468
5 C -16.57425 11.30994 9.66740  O4 1.468, H13 1.090, H14 1.090, H15 1.090
6 N -17.26329 6.88479 7.41820  C2 1.435, H16 1.010, H17 1.010
7 H -14.51487 8.63794 7.77335  C1 1.090
8 H -15.34736 8.27782 6.29959  C1 1.090
9 H -14.66093 6.92027 7.28880  C1 1.090
10 H -16.05851 7.30561 9.10672  C2 1.090
11 H -18.04019 9.00381 8.92357  C3 1.090
12 H -17.25636 9.75133 7.68283  C3 1.090
13 H -15.67214 11.82663 9.99501  C5 1.090
14 H -17.35949 11.64352 10.34579  C5 1.090
15 H -16.69770 11.88515 8.74980  C5 1.090
16 H -17.05032 6.88424 6.43091  N6 1.010
17 H -18.20015 7.26191 7.43119  N6 1.010
18 C -6.88682 6.51744 13.24323  C19 1.552, H24 1.090, H25 1.090, H26 1.090
19 C -6.06515 5.37805 13.90267  C18 1.552, C20 1.561, N23 1.430, H27 1.090
20 C -6.67286 5.18406 15.32692  C19 1.561, O21 1.370, H28 1.090, H29 1.090
21 O -6.04997 4.22623 16.08324  C20 1.370, C22 1.366
22 C -6.20706 4.16491 17.43884  O21 1.366, H30 1.090, H31 1.090, H32 1.090
23 N -6.17643 4.15152 13.17650  C19 1.430, H33 1.010, H34 1.010
24 H -6.78722 7.29642 13.99912  C18 1.090
25 H -7.92408 6.22741 13.07567  C18 1.090
26 H -6.45864 6.86576 12.30332  C18 1.090
27 H -5.01805 5.66845 13.98848  C19 1.090
28 H -7.64272 4.68795 15.36351  C20 1.090
29 H -6.79906 6.08766 15.92331  C20 1.090
30 H -7.24793 4.11823 17.75902  C22 1.090
31 H -5.82773 5.08923 17.87454  C22 1.090
32 H -5.57082 3.34662 17.77603  C22 1.090
33 H -7.10258 3.77596 13.32243  N23 1.010
34 H -5.57013 3.50384 13.65921  N23 1.010
35 C -1.08170 -1.01796 5.35077  C36 1.662, H41 1.090, H42 1.090, H43 1.090
36 C -0.08674 -2.30174 5.70418  C35 1.662, C37 1.493, N40 1.475, H44 1.090
37 C -0.58188 -3.68262 5.42474  C36 1.493, O38 1.429, H45 1.090, H46 1.090
38 O -1.81881 -3.93677 6.09322  C37 1.429, C39 1.399
39 C -1.89404 -3.97419 7.48940  O38 1.399, H47 1.090, H48 1.090, H49 1.090
40 N 1.05977 -1.99597 4.82744  C36 1.475, H50 1.010, H51 1.010
41 H -1.37731 -1.02399 4.30164  C35 1.090
42 H -0.55114 -0.10126 5.60820  C35 1.090
43 H -1.93928 -0.98031 6.02252  C35 1.090
44 H 0.16301 -2.03598 6.73136  C36 1.090
45 H 0.21749 -4.36834 5.70566  C37 1.090
46 H -0.83915 -3.85829 4.38020  C37 1.090
47 H -1.82492 -2.94754 7.84899  C39 1.090
48 H -1.15314 -4.69739 7.83018  C39 1.090
49 H -2.87987 -4.41468 7.63848  C39 1.090
50 H 0.81842 -1.95808 3.84743  N40 1.010
51 H 1.77110 -2.65659 5.10614  N40 1.010
52 C -15.62954 12.95322 -9.35684  C53 1.493, H58 1.090, H59 1.090, H60 1.090
53 C -14.64581 13.20800 -8.26332  C52 1.493, C54 1.515, N57 1.444, H61 1.090
54 C -13.31305 12.53227 -8.51381  C53 1.515, O55 1.421, H62 1.090, H63 1.090
55 O -12.75938 12.23085 -7.23989  C54 1.421, C56 1.490
56 C -11.47882 11.48699 -7.07934  O55 1.490, H64 1.090, H65 1.090, H66 1.090
57 N -14.45824 14.61006 -7.97232  C53 1.444, H67 1.010, H68 1.010
58 H -16.47025 13.62301 -9.17602  C52 1.090
59 H -16.13564 11.98994 -9.42064  C52 1.090
60 H -15.29100 13.21198 -10.36010  C52 1.090
61 H -15.13869 12.73326 -7.41491  C53 1.090
62 H -12.57735 13.11823 -9.06472  C54 1.090
63 H -13.42037 11.53667 -8.94435  C54 1.090
64 H -10.66891 12.09990 -7.47493  C56 1.090
65 H -11.47074 10.51998 -7.58225  C56 1.090
66 H -11.30209 11.30508 -6.01926  C56 1.090
67 H -13.81332 15.03757 -8.62149  N57 1.010
68 H -14.12190 14.70567 -7.02478  N57 1.010
69 C -12.05212 13.48268 1.30245  C70 1.512, H75 1.090, H76 1.090, H77 1.090
70 C -11.41204 13.77479 -0.03630  C69 1.512, C71 1.525, N74 1.450, H78 1.090
71 C -11.74817 15.20607 -0.44066  C70 1.525, O72 1.457, H79 1.090, H80 1.090
72 O -13.15415 15.48537 -0.70308  C71 1.457, C73 1.378
73 C -13.54770 16.67919 -1.26853  O72 1.378, H81 1.090, H82 1.090, H83 1.090
74 N -9.99691 13.55835 0.19117  C70 1.450, H84 1.010, H85 1.010
75 H -12.05991 12.47521 1.71842  C69 1.090
76 H -13.10650 13.75705 1.26937  C69 1.090
77 H -11.62868 14.11720 2.08103  C69 1.090
78 H -11.84331 13.10753 -0.78253  C70 1.090
79 H -11.12886 15.34151 -1.32734  C71 1.090
80 H -11.36520 15.86926 0.33498  C71 1.090
81 H -13.47955 17.41747 -0.46953  C73 1.090
82 H -14.56206 16.66546 -1.66728  C73 1.090
83 H -13.00496 16.93348 -2.17896  C73 1.090
84 H -9.98945 12.70906 0.73774  N74 1.010
85 H -9.71213 14.34339 0.75924  N74 1.010
86 C -6.97450 -3.49135 0.46965  C87 1.570, H92 1.090, H93 1.090, H94 1.090
87 C -6.07014 -2.82787 -0.62898  C86 1.570, C88 1.524, N91 1.498, H95 1.090
88 C -4.94156 -2.00761 -0.01614  C87 1.524, O89 1.393, H96 1.090, H97 1.090
89 O -4.20736 -1.25952 -0.93314  C88 1.393, C90 1.403
90 C -4.84008 -0.34351 -1.78688  O89 1.403, H98 1.090, H99 1.090, H100 1.090
91 N -5.64369 -3.79327 -1.69151  C87 1.498, H101 1.010, H102 1.010
92 H -7.83126 -4.07152 0.12690  C86 1.090
93 H -7.39868 -2.84719 1.23986  C86 1.090
94 H -6.33680 -4.29909 0.82878  C86 1.090
95 H -6.72621 -2.18484 -1.21564  C87 1.090
96 H -4.24685 -2.74991 0.37690  C88 1.090
97 H -5.27233 -1.49307 0.88605  C88 1.090
98 H -5.21779 -0.95414 -2.60698  C90 1.090
99 H -4.27986 0.52820 -2.12506  C90 1.090
100 H -5.60379 0.14703 -1.18337  C90 1.090
101 H -4.78378 -3.33111 -1.95050  N91 1.010
102 H -5.40563 -4.57715 -1.10077  N91 1.010
103 C -1.69757 9.87676 -3.10541  C104 1.517, H109 1.090, H110 1.090, H111 1.090
104 C -2.77912 10.91234 -3.34901  C103 1.517, C105 1.530, N108 1.478, H112 1.090
105 C -2.91553 11.52425 -4.74429  C104 1.530, O106 1.456, H113 1.090, H114 1.090
106 O -3.19292 10.51529 -5.75666  C105 1.456, C107 1.375
107 C -3.47929 11.02974 -6.99887  O106 1.375, H115 1.090, H116 1.090, H117 1.090
108 N -4.08247 10.39953 -2.87759  C104 1.478, H118 1.010, H119 1.010
109 H -0.71289 10.09680 -3.51782  C103 1.090
110 H -2.03507 8.91021 -3.47956  C103 1.090
111 H -1.45803 9.88816 -2.04212  C103 1.090
112 H -2.63067 11.79213 -2.72289  C104 1.090
113 H -2.04447 12.09726 -5.06210  C105 1.090
114 H -3.68111 12.28017 -4.56943  C105 1.090
115 H -4.38822 11.62809 -6.93617  C107 1.090
116 H -3.62574 10.28323 -7.77950  C107 1.090
117 H -2.65141 11.67307 -7.29697  C107 1.090
118 H -4.58781 11.07369 -2.32060  N108 1.010
119 H -4.67331 9.97263 -3.57670  N108 1.010
120 C -8.42055 6.24767 0.75451  C121 1.560, H126 1.090, H127 1.090, H128 1.090
121 C -8.22752 6.16900 2.30063  C120 1.560, C122 1.588, N125 1.417, H129 1.090
122 C -7.08553 5.07845 2.47244  C121 1.588, O123 1.461, H130 1.090, H131 1.090
123 O -6.68280 4.89179 3.86398  C122 1.461, C124 1.402
124 C -7.48758 4.07201 4.66680  O123 1.402, H132 1.090, H133 1.090, H134 1.090
125 N -7.71584 7.40664 2.76238  C121 1.417, H135 1.010, H136 1.010
126 H -7.46298 6.33238 0.24072  C120 1.090
127 H -8.99206 7.04269 0.27555  C120 1.090
128 H -8.82608 5.31340 0.36619  C120 1.090
129 H -9.17699 5.85471 2.73403  C121 1.090
130 H -6.17341 5.32496 1.92896  C122 1.090
131 H -7.42578 4.12797 2.06145  C122 1.090
132 H -8.52489 4.35862 4.83987  C124 1.090
133 H -6.99549 4.08910 5.63925  C124 1.090
134 H -7.46179 3.01673 4.39509  C124 1.090
135 H -7.01969 7.64499 2.07052  N125 1.010
136 H -7.22019 7.29504 3.63529  N125 1.010
137 C -0.31622 6.21834 9.01599  C138 1.515, H143 1.090, H144 1.090, H145 1.090
138 C 0.66987 6.31561 10.16254  C137 1.515, C139 1.553, N142 1.392, H146 1.090
139 C 0.88268 4.84372 10.61139  C138 1.553, O140 1.422, H147 1.090, H148 1.090
140 O 1.42494 4.65244 11.91144  C139 1.422, C141 1.430
141 C 2.69225 5.28899 12.09515  O140 1.430, H149 1.090, H150 1.090, H151 1.090
142 N 1.85964 6.85524 9.68207  C138 1.392, H152 1.010, H153 1.010
143 H -0.41554 7.20616 8.56606  C137 1.090
144 H -1.30147 6.00723 9.43170  C137 1.090
145 H -0.21545 5.45187 8.24757  C137 1.090
146 H 0.21120 6.94923 10.92166  C138 1.090
147 H 1.32922 4.25172 9.81249  C139 1.090
148 H -0.05490 4.30772 10.75887  C139 1.090
149 H 3.11471 4.81339 12.98027  C141 1.090
150 H 2.56613 6.35638 12.27643  C141 1.090
151 H 3.33910 5.09812 11.23886  C141 1.090
152 H 2.01130 6.22690 8.90600  N142 1.010
153 H 1.81475 7.73658 9.19082  N142 1.010
154 C -6.79838 3.89027 -7.39008  C155 1.527, H160 1.090, H161 1.090, H162 1.090
155 C -5.36919 4.06228 -7.89957  C154 1.527, C156 1.506, N159 1.383, H163 1.090
156 C -5.16056 4.16540 -9.38778  C155 1.506, O157 1.439, H164 1.090, H165 1.090
157 O -5.37236 2.93056 -10.09509  C156 1.439, C158 1.414
158 C -4.94300 2.97616 -11.44172  O157 1.414, H166 1.090, H167 1.090, H168 1.090
159 N -4.98481 5.16684 -7.16087  C155 1.383, H169 1.010, H170 1.010
160 H -7.21340 3.02476 -7.90657  C154 1.090
161 H -7.38576 4.79060 -7.57033  C154 1.090
162 H -6.92193 3.65723 -6.33247  C154 1.090
163 H -4.78192 3.16510 -7.70391  C155 1.090
164 H -4.18011 4.60121 -9.57981  C156 1.090
165 H -5.88516 4.81139 -9.88352  C156 1.090
166 H -3.91288 2.63387 -11.54067  C158 1.090
167 H -5.20585 3.89739 -11.96167  C158 1.090
168 H -5.46911 2.16821 -11.95017  C158 1.090
169 H -4.84186 5.94193 -7.79246  N159 1.010
170 H -4.02066 5.03204 -6.89188  N159 1.010
171 C -10.35593 -2.95317 10.86350  C172 1.535, H177 1.090, H178 1.090, H179 1.090
172 C -9.74875 -1.70080 11.51152  C171 1.535, C173 1.587, N176 1.494, H180 1.090
173 C -10.90462 -0.85231 12.19079  C172 1.587, O174 1.455, H181 1.090, H182 1.090
174 O -10.30679 0.43987 12.48916  C173 1.455, C175 1.453
175 C -11.28244 1.39108 12.99366  O174 1.453, H183 1.090, H184 1.090, H185 1.090
176 N -8.77920 -2.20629 12.52906  C172 1.494, H186 1.010, H187 1.010
177 H -9.68745 -3.21384 10.04295  C171 1.090
178 H -11.36076 -2.79505 10.47182  C171 1.090
179 H -10.38996 -3.76569 11.58928  C171 1.090
180 H -9.29534 -1.09591 10.72627  C172 1.090
181 H -11.37744 -1.33460 13.04632  C173 1.090
182 H -11.65290 -0.55057 11.45790  C173 1.090
183 H -10.94060 2.42593 13.01168  C175 1.090
184 H -11.65164 1.29099 14.01433  C175 1.090
185 H -12.21022 1.48355 12.42905  C175 1.090
186 H -9.28165 -2.34417 13.39429  N176 1.010
187 H -8.08010 -1.50240 12.71849  N176 1.010

Computed properties:
Structure (SMILES)   COC[C@H](C)N.COC[C@H](C)N.COC[C@H](C)N.COC[C@H](C)N.COC[C@H](C)N.COC[C@H](C)N.COC[C@H](C)N.COC[C@H](C)N.COC[C@H](C)N.COC[C@H](C)N.COC[C@H](C)N
HOMO level   -9.0 eV
E_LUMO   0.5 eV

=====

Arrangement x

The following is a DFT calculation (ωB97M-V/def2-TZVPD) of a cluster of 11 separate species, C44H121N11O11 in total.

Last columns: bonded neighbours and bond lengths (Å).
Atoms and positions in Å:
1 C -2.68597 -1.32391 8.07372  C2 1.530, H7 1.090, H8 1.090, H9 1.090
2 C -3.85919 -2.30042 7.97418  C1 1.530, C3 1.568, N6 1.452, H10 1.090
3 C -4.14086 -3.01075 9.34311  C2 1.568, O4 1.421, H11 1.090, H12 1.090
4 O -5.19042 -3.95773 9.20323  C3 1.421, C5 1.401
5 C -5.41464 -4.77455 10.31969  O4 1.401, H13 1.090, H14 1.090, H15 1.090
6 N -5.01003 -1.55985 7.48991  C2 1.452, H16 1.010, H17 1.010
7 H -1.81838 -1.94057 8.30852  C1 1.090
8 H -2.88844 -0.62122 8.88201  C1 1.090
9 H -2.44551 -0.78985 7.15447  C1 1.090
10 H -3.63671 -3.09655 7.26370  C2 1.090
11 H -4.36319 -2.18482 10.01875  C3 1.090
12 H -3.22087 -3.51169 9.64447  C3 1.090
13 H -6.34073 -5.34173 10.22611  C5 1.090
14 H -5.58001 -4.17128 11.21234  C5 1.090
15 H -4.57021 -5.43026 10.53202  C5 1.090
16 H -5.21552 -0.88938 8.21677  N6 1.010
17 H -5.83684 -2.13819 7.44498  N6 1.010
18 C 6.40470 1.82720 8.29855  C19 1.485, H24 1.090, H25 1.090, H26 1.090
19 C 5.22149 2.72149 8.21840  C18 1.485, C20 1.513, N23 1.427, H27 1.090
20 C 4.09186 2.23013 7.34000  C19 1.513, O21 1.466, H28 1.090, H29 1.090
21 O 4.37216 2.00752 5.91881  C20 1.466, C22 1.408
22 C 4.18394 3.10065 5.05081  O21 1.408, H30 1.090, H31 1.090, H32 1.090
23 N 4.81565 3.21546 9.49469  C19 1.427, H33 1.010, H34 1.010
24 H 6.84343 1.66483 7.31404  C18 1.090
25 H 6.09021 0.85658 8.68210  C18 1.090
26 H 7.20936 2.16688 8.95063  C18 1.090
27 H 5.56059 3.60796 7.68242  C19 1.090
28 H 3.17995 2.79683 7.52805  C20 1.090
29 H 3.82026 1.25717 7.74951  C20 1.090
30 H 4.81308 3.84934 5.53223  C22 1.090
31 H 3.17174 3.50474 5.06582  C22 1.090
32 H 4.54257 2.88130 4.04514  C22 1.090
33 H 5.59870 3.61090 9.99525  N23 1.010
34 H 4.67770 2.31267 9.92602  N23 1.010
35 C 5.37600 -6.86346 5.38174  C36 1.497, H41 1.090, H42 1.090, H43 1.090
36 C 5.90683 -8.10669 6.02542  C35 1.497, C37 1.488, N40 1.443, H44 1.090
37 C 7.00937 -8.72568 5.24033  C36 1.488, O38 1.440, H45 1.090, H46 1.090
38 O 6.45661 -9.49398 4.15456  C37 1.440, C39 1.463
39 C 7.49525 -10.25115 3.45576  O38 1.463, H47 1.090, H48 1.090, H49 1.090
40 N 6.29584 -7.77137 7.37363  C36 1.443, H50 1.010, H51 1.010
41 H 4.58318 -6.44133 5.99927  C35 1.090
42 H 4.86241 -7.17727 4.47298  C35 1.090
43 H 6.13797 -6.11728 5.15649  C35 1.090
44 H 5.14068 -8.87038 6.15925  C36 1.090
45 H 7.64394 -9.31069 5.90605  C37 1.090
46 H 7.75179 -8.00762 4.89206  C37 1.090
47 H 8.31392 -9.59736 3.15501  C39 1.090
48 H 6.94384 -10.65897 2.60859  C39 1.090
49 H 7.87363 -11.11404 4.00383  C39 1.090
50 H 6.80554 -8.48032 7.88127  N40 1.010
51 H 6.75328 -6.87161 7.40928  N40 1.010
52 C 3.62195 11.75837 -4.84394  C53 1.552, H58 1.090, H59 1.090, H60 1.090
53 C 3.46186 11.81450 -3.30094  C52 1.552, C54 1.520, N57 1.446, H61 1.090
54 C 3.50490 10.41386 -2.71087  C53 1.520, O55 1.439, H62 1.090, H63 1.090
55 O 2.31836 9.67578 -3.05532  C54 1.439, C56 1.411
56 C 2.18876 8.41522 -2.43428  O55 1.411, H64 1.090, H65 1.090, H66 1.090
57 N 4.47527 12.73267 -2.83170  C53 1.446, H67 1.010, H68 1.010
58 H 4.58660 11.33931 -5.13019  C52 1.090
59 H 3.35984 12.72846 -5.26621  C52 1.090
60 H 2.83713 11.12898 -5.26347  C52 1.090
61 H 2.51036 12.31306 -3.11603  C53 1.090
62 H 3.55711 10.49744 -1.62534  C54 1.090
63 H 4.44134 10.01185 -3.09761  C54 1.090
64 H 2.45649 8.54468 -1.38563  C56 1.090
65 H 2.85414 7.62224 -2.77568  C56 1.090
66 H 1.13071 8.15672 -2.47700  C56 1.090
67 H 5.45091 12.50756 -2.96418  N57 1.010
68 H 4.35223 12.80911 -1.83214  N57 1.010
69 C -8.92399 4.85080 0.24084  C70 1.525, H75 1.090, H76 1.090, H77 1.090
70 C -8.83997 3.52218 0.98427  C69 1.525, C71 1.512, N74 1.452, H78 1.090
71 C -9.18381 3.58484 2.45575  C70 1.512, O72 1.439, H79 1.090, H80 1.090
72 O -8.54589 4.69109 3.12014  C71 1.439, C73 1.391
73 C -7.16453 4.59203 3.24654  O72 1.391, H81 1.090, H82 1.090, H83 1.090
74 N -9.77948 2.60580 0.36248  C70 1.452, H84 1.010, H85 1.010
75 H -8.25439 5.63102 0.60277  C69 1.090
76 H -9.90349 5.32466 0.17653  C69 1.090
77 H -8.59165 4.63343 -0.77425  C69 1.090
78 H -7.80194 3.20988 0.86992  C70 1.090
79 H -9.05541 2.60283 2.91101  C71 1.090
80 H -10.24822 3.80624 2.53394  C71 1.090
81 H -6.63905 4.64652 2.29313  C73 1.090
82 H -6.95406 3.66328 3.77685  C73 1.090
83 H -6.97017 5.49096 3.83158  C73 1.090
84 H -9.34982 2.43908 -0.53624  N74 1.010
85 H -9.60751 1.74829 0.86764  N74 1.010
86 C 13.21798 -7.56141 -3.95852  C87 1.483, H92 1.090, H93 1.090, H94 1.090
87 C 12.84166 -6.93149 -2.67005  C86 1.483, C88 1.587, N91 1.461, H95 1.090
88 C 11.28275 -6.88852 -2.37546  C87 1.587, O89 1.483, H96 1.090, H97 1.090
89 O 10.97642 -6.17536 -1.11192  C88 1.483, C90 1.452
90 C 9.56407 -6.25232 -0.78235  O89 1.452, H98 1.090, H99 1.090, H100 1.090
91 N 13.69111 -7.50412 -1.62851  C87 1.461, H101 1.010, H102 1.010
92 H 12.88643 -6.93602 -4.78740  C86 1.090
93 H 12.74395 -8.50997 -4.21075  C86 1.090
94 H 14.29129 -7.70718 -4.08040  C86 1.090
95 H 13.14353 -5.89367 -2.81112  C87 1.090
96 H 10.87685 -7.89077 -2.23830  C88 1.090
97 H 10.73127 -6.35518 -3.14974  C88 1.090
98 H 8.99501 -5.75710 -1.56914  C90 1.090
99 H 9.38434 -5.86462 0.22038  C90 1.090
100 H 9.23850 -7.29213 -0.81232  C90 1.090
101 H 14.65396 -7.21773 -1.73345  N91 1.010
102 H 13.40033 -7.32147 -0.67867  N91 1.010
103 C -3.84692 5.90198 -6.21745  C104 1.543, H109 1.090, H110 1.090, H111 1.090
104 C -3.42656 7.05887 -7.14750  C103 1.543, C105 1.516, N108 1.481, H112 1.090
105 C -3.42888 6.72037 -8.62486  C104 1.516, O106 1.426, H113 1.090, H114 1.090
106 O -2.32290 5.87233 -8.92612  C105 1.426, C107 1.410
107 C -1.98853 5.80286 -10.29409  O106 1.410, H115 1.090, H116 1.090, H117 1.090
108 N -4.27803 8.21050 -6.77149  C104 1.481, H118 1.010, H119 1.010
109 H -3.66267 6.12183 -5.16588  C103 1.090
110 H -3.34634 5.02192 -6.62118  C103 1.090
111 H -4.91815 5.77708 -6.37542  C103 1.090
112 H -2.42611 7.36753 -6.84429  C104 1.090
113 H -3.37097 7.71610 -9.06448  C105 1.090
114 H -4.33631 6.18084 -8.89609  C105 1.090
115 H -1.20183 5.06549 -10.45372  C107 1.090
116 H -1.75406 6.78750 -10.69860  C107 1.090
117 H -2.80696 5.48912 -10.94203  C107 1.090
118 H -3.85337 8.68959 -5.99031  N108 1.010
119 H -4.34486 8.88096 -7.52390  N108 1.010
120 C -1.02890 1.29025 0.62250  C121 1.484, H126 1.090, H127 1.090, H128 1.090
121 C -1.54392 0.02953 1.21165  C120 1.484, C122 1.573, N125 1.491, H129 1.090
122 C -0.39879 -0.82488 1.86854  C121 1.573, O123 1.463, H130 1.090, H131 1.090
123 O 0.70120 -1.16759 0.96664  C122 1.463, C124 1.410
124 C 1.77299 -1.82452 1.60582  O123 1.410, H132 1.090, H133 1.090, H134 1.090
125 N -2.57943 0.43736 2.20430  C121 1.491, H135 1.010, H136 1.010
126 H -0.53916 1.88098 1.39664  C120 1.090
127 H -1.76966 1.97416 0.20820  C120 1.090
128 H -0.35282 1.01924 -0.18840  C120 1.090
129 H -2.04855 -0.58058 0.46251  C121 1.090
130 H -0.88809 -1.69339 2.30940  C122 1.090
131 H -0.02166 -0.29031 2.74038  C122 1.090
132 H 2.49316 -1.97276 0.80116  C124 1.090
133 H 1.42838 -2.79449 1.96430  C124 1.090
134 H 2.25041 -1.26718 2.41176  C124 1.090
135 H -3.45831 0.45508 1.70694  N125 1.010
136 H -2.64518 -0.21322 2.97406  N125 1.010
137 C -3.78131 -1.86711 -4.80080  C138 1.508, H143 1.090, H144 1.090, H145 1.090
138 C -5.04484 -1.15457 -5.21132  C137 1.508, C139 1.584, N142 1.472, H146 1.090
139 C -5.61597 -0.03963 -4.24134  C138 1.584, O140 1.446, H147 1.090, H148 1.090
140 O -7.01078 0.29398 -4.42900  C139 1.446, C141 1.429
141 C -7.54014 0.55337 -5.73089  O140 1.429, H149 1.090, H150 1.090, H151 1.090
142 N -4.80780 -0.61200 -6.55938  C138 1.472, H152 1.010, H153 1.010
143 H -3.99226 -2.57911 -4.00289  C137 1.090
144 H -3.03839 -1.16075 -4.43037  C137 1.090
145 H -3.39942 -2.47327 -5.62226  C137 1.090
146 H -5.79476 -1.93498 -5.34047  C138 1.090
147 H -4.99366 0.85475 -4.21069  C139 1.090
148 H -5.67738 -0.43738 -3.22836  C139 1.090
149 H -8.59243 0.83544 -5.69608  C141 1.090
150 H -7.50347 -0.32663 -6.37304  C141 1.090
151 H -6.94816 1.41091 -6.05069  C141 1.090
152 H -4.55394 -1.36736 -7.17994  N142 1.010
153 H -5.60530 -0.24549 -7.05914  N142 1.010
154 C -8.46493 -4.53520 -0.72326  C155 1.579, H160 1.090, H161 1.090, H162 1.090
155 C -7.76041 -4.63920 0.68612  C154 1.579, C156 1.508, N159 1.447, H163 1.090
156 C -6.25663 -4.75400 0.66123  C155 1.508, O157 1.412, H164 1.090, H165 1.090
157 O -6.09626 -6.11881 0.33555  C156 1.412, C158 1.409
158 C -4.74087 -6.49972 0.28554  O157 1.409, H166 1.090, H167 1.090, H168 1.090
159 N -8.11285 -3.41197 1.36636  C155 1.447, H169 1.010, H170 1.010
160 H -8.05223 -5.14355 -1.52805  C154 1.090
161 H -8.45618 -3.49909 -1.06163  C154 1.090
162 H -9.52455 -4.78543 -0.67151  C154 1.090
163 H -8.12156 -5.51356 1.22757  C155 1.090
164 H -5.80852 -4.54769 1.63320  C156 1.090
165 H -5.91464 -4.11159 -0.15024  C156 1.090
166 H -4.67156 -7.58289 0.18535  C158 1.090
167 H -4.29114 -6.19665 1.23104  C158 1.090
168 H -4.21657 -6.11717 -0.59018  C158 1.090
169 H -7.37253 -3.17181 2.01007  N159 1.010
170 H -8.99803 -3.46202 1.85015  N159 1.010
171 C 1.42456 1.83187 -6.05239  C172 1.518, H177 1.090, H178 1.090, H179 1.090
172 C 1.84022 0.77652 -7.06142  C171 1.518, C173 1.501, N176 1.450, H180 1.090
173 C 2.34036 -0.52563 -6.50809  C172 1.501, O174 1.443, H181 1.090, H182 1.090
174 O 3.73053 -0.50557 -6.12301  C173 1.443, C175 1.441
175 C 4.04722 -1.54983 -5.18258  O174 1.441, H183 1.090, H184 1.090, H185 1.090
176 N 0.73626 0.67321 -7.99586  C172 1.450, H186 1.010, H187 1.010
177 H 1.22895 2.77893 -6.55530  C171 1.090
178 H 2.28696 2.01391 -5.41111  C171 1.090
179 H 0.60227 1.54942 -5.39502  C171 1.090
180 H 2.66197 1.24246 -7.60522  C172 1.090
181 H 2.19286 -1.31319 -7.24707  C173 1.090
182 H 1.76068 -0.70988 -5.60359  C173 1.090
183 H 3.52759 -1.45697 -4.22893  C175 1.090
184 H 5.08217 -1.30812 -4.94056  C175 1.090
185 H 3.87384 -2.58020 -5.49305  C175 1.090
186 H 0.46836 1.57278 -8.36881  N176 1.010
187 H -0.04756 0.56460 -7.36822  N176 1.010

Computed properties:
Structure (SMILES)   COC[C@H](C)N.COC[C@H](C)N.COC[C@H](C)N.COC[C@H](C)N.COC[C@H](C)N.COC[C@H](C)N.COC[C@H](C)N.COC[C@H](C)N.COC[C@H](C)N.COC[C@H](C)N.COC[C@H](C)N
HOMO level   -9.0 eV
E_LUMO   0.2 eV

=====

How do the energies compare? Relative to the most stable structure, in eV: arrangement w 2.927; arrangement x 0.000.